Record 1
C17H35BI2NO6 | ωB97M-V with the def2-TZVPD basis set

Properties
Molecular weight   614.09 g/mol
LUMO energy   2.427 eV
Gap between HOMO and LUMO   6.2 eV
Net charge   -1
Maximum force   1.744 eV/A
Multiplicity   1

Last column: Mulliken charge in e.
Atoms and positions in Å:
C (5.28711, -3.07885, -0.37252)  -0.9012
C (5.06945, -2.74872, -1.83291)  0.7759
O (5.82860, -2.06805, -2.48268)  -0.6212
O (3.97357, -3.33694, -2.33477)  -0.3251
C (2.96479, -2.44528, -2.92484)  -0.9874
B (2.07578, -1.74864, -1.73724)  0.9706
N (1.52727, -2.72065, -0.66918)  -0.2591
C (0.71945, -3.66936, -0.64650)  0.4979
C (1.01661, -5.04246, -1.25785)  -1.2102
C (-0.61290, -3.60072, 0.08695)  -1.0496
C (0.79916, -0.91878, -2.33308)  -0.3572
I (-0.23660, -1.87039, -3.93935)  -0.1688
C (0.23797, 0.21850, -1.95806)  0.5661
C (-0.95461, 0.94548, -2.52375)  -1.4418
I (1.02818, 1.19490, -0.25933)  -0.0636
H (5.84036, -2.26597, 0.09323)  0.2899
H (4.32982, -3.24233, 0.11654)  0.2243
H (5.89733, -3.98287, -0.30141)  0.3082
H (2.42243, -3.08693, -3.62165)  0.2148
H (3.49713, -1.69418, -3.51960)  0.2137
H (2.81275, -0.92749, -1.21041)  -0.3179
H (1.57915, -4.92908, -2.18379)  0.2170
H (0.11670, -5.64020, -1.42352)  0.3639
H (1.65177, -5.59134, -0.55628)  0.2820
H (-1.41615, -4.01562, -0.52537)  0.3087
H (-0.57011, -4.17974, 1.01804)  0.3664
H (-0.81152, -2.56064, 0.34301)  0.0653
H (-1.13680, 1.88293, -2.00610)  0.3857
H (-0.78138, 1.17399, -3.57887)  0.4104
H (-1.84837, 0.32145, -2.46032)  0.2709
C (-3.16533, -0.12873, 0.72289)  -0.7860
O (-3.34707, -0.54529, -0.61684)  -0.2316
C (-3.77521, -1.88552, -0.76360)  -0.1815
C (-5.25148, -1.96936, -1.07647)  -0.8173
O (-6.06039, -1.51809, 0.00077)  -0.3728
C (-6.53985, -0.20112, -0.16738)  -0.6509
H (-2.98419, 0.94485, 0.69577)  0.2139
H (-4.04856, -0.32993, 1.33693)  0.3507
H (-2.29050, -0.61535, 1.16642)  0.3033
H (-3.54894, -2.46405, 0.13815)  0.3392
H (-3.21119, -2.32337, -1.59272)  0.2843
H (-5.51672, -3.01267, -1.27220)  0.3849
H (-5.46610, -1.38794, -1.98003)  0.3643
H (-7.30305, -0.15521, -0.95383)  0.3252
H (-5.73316, 0.49295, -0.41679)  0.2596
H (-6.99167, 0.10077, 0.77670)  0.2338
C (1.18944, 6.64619, 4.46266)  -0.7173
O (1.04281, 6.68702, 3.05940)  -0.3701
C (2.22131, 6.33261, 2.35264)  -0.5892
C (2.18322, 4.90868, 1.84581)  -0.3197
O (2.18638, 3.97220, 2.90781)  -0.3762
C (0.91300, 3.41275, 3.17404)  -0.4182
H (0.19635, 6.76351, 4.89400)  0.2418
H (1.61490, 5.69620, 4.79620)  0.3209
H (1.82671, 7.46507, 4.81804)  0.3201
H (3.10112, 6.47034, 2.99122)  0.3204
H (2.31017, 7.01224, 1.49980)  0.3637
H (3.07553, 4.72622, 1.23950)  0.3537
H (1.30783, 4.76025, 1.20526)  0.2853
H (0.60119, 2.75731, 2.35599)  -0.0086
H (0.15350, 4.18785, 3.31395)  0.2993
H (1.00302, 2.82763, 4.08758)  0.2470

---

Record 2
C2H2BrF3O | ωB97M-V with the def2-TZVPD basis set

Properties
Molecular weight   178.94 g/mol
LUMO energy   0.489 eV
ΔE to the lowest compared entry with this formula, charge and spin   0.496 eV
Gap between HOMO and LUMO   10.9 eV
Maximum force   5.804 eV/A
SMILES   O[C@@H](Br)C(F)(F)F
Multiplicity   1

Last column: Mulliken charge in e.
Atoms and positions in Å:
C (0.50203, 0.01386, 0.06216)  -0.2106
C (-1.04698, -0.11557, -0.09365)  0.8144
O (0.99804, 1.22493, 0.16419)  -0.4308
F (-1.27041, -1.15689, -0.87697)  -0.2441
F (-1.70639, -0.18990, 1.01224)  -0.2105
F (-1.37939, 0.96915, -0.71572)  -0.2517
Br (1.13012, -1.30452, 1.43394)  -0.1573
H (0.91024, -0.62607, -0.89948)  0.3277
H (1.86274, 1.18503, -0.08671)  0.3629

---

Record 3
C7H8O2 | ωB97M-V with the def2-TZVPD basis set

Properties
Molecular weight   124.14 g/mol
LUMO energy   0.816 eV
ΔE to the lowest compared entry with this formula, charge and spin   7.965 eV
Gap between HOMO and LUMO   9.2 eV
Maximum force   7.702 eV/A
Multiplicity   1

Last column: Mulliken charge in e.
Atoms and positions in Å:
C (-1.05120, 0.48076, 1.48745)  -0.3685
C (-1.70704, 0.01725, -0.72935)  -0.5861
C (-0.20196, -0.02375, -0.68406)  0.2735
C (1.76727, 1.12492, -0.60078)  -0.3142
C (2.10270, -0.25447, -0.62101)  -0.3288
C (0.89080, -1.03956, -0.34421)  0.2150
C (-0.01256, -0.61035, 0.67375)  -0.5215
H (-0.50186, 1.47527, 1.89715)  0.1978
H (-1.29892, -0.01556, 2.40278)  0.3566
H (-1.79635, 0.81842, -1.42597)  0.3448
H (-2.32185, -0.87149, -0.98211)  0.2761
H (2.40863, 2.00797, -0.54379)  0.4024
H (3.10356, -1.05126, -1.13676)  0.1749
H (0.90186, -2.15157, -0.67357)  0.3302
H (-0.56946, -1.61442, 1.08170)  0.2486
O (-2.07094, 0.50060, 0.63140)  -0.3534
O (0.35732, 1.20723, -0.43263)  -0.3474

---

- Among the records above, which one has the lowest LUMO energy?
  C2H2BrF3O

---

- Which formula does entry 2 have?
  C2H2BrF3O